No. 1
This record from the Open Molecules 2025 dataset describes a molecular structure, C23H49MnN3P4Se at a distorted geometry. The level of theory is ωB97M-V with the def2-TZVPD basis set.

The value obtained for the relative energy (zero: lowest compared OMol25 entry of this formula, charge and spin) is 156.1 kJ/mol. As for the multiplicity: 5. For the HOMO energy (spin up / spin down), the calculation gives -16.0 / -15.7 eV. The expectation value of S² is 6.286. Its net charge is +3.

XYZ file:
```
81
Properties=species:S:1:pos:R:3:mulliken_charge:R:1
Mn 0.8213 -0.3645 0.1152 0.33
P 1.8217 2.3019 -0.4807 1.54
P -1.8061 0.2410 0.4090 0.84
P 0.0740 -0.7645 -2.3748 0.74
H 4.5566 -2.1337 0.7881 0.51
C 4.1077 -1.6709 -0.1068 -1.45
C 3.3964 -0.4994 -0.1352 -0.37
H 3.3402 0.1888 0.7468 0.43
C 2.8750 2.7247 0.9773 -1.12
C 0.3178 3.2818 -0.3448 -1.18
C 2.7726 2.7314 -1.9587 -1.40
C -2.9281 -1.2126 0.6497 -1.25
C -2.2869 1.1922 1.9250 -1.31
C -2.7539 1.1596 -0.8862 -1.37
C 1.4847 -1.4892 -3.2624 -0.88
C -0.3830 0.7270 -3.3152 -1.00
C -1.2903 -1.9151 -2.7303 -1.08
H 4.4997 -2.1072 -1.0614 0.59
H 3.3383 0.0216 -1.1049 0.19
H 3.1341 1.8454 1.5920 0.35
H 2.3307 3.4533 1.6243 0.48
H 3.8155 3.1938 0.6066 0.48
H -0.2208 3.0424 0.5871 0.27
H -0.3496 3.0745 -1.1907 0.23
H 0.5655 4.3568 -0.3382 0.59
H 3.8392 2.5938 -1.7513 0.48
H 2.5623 3.7719 -2.2276 0.50
H 2.4842 2.0631 -2.7772 0.35
H -3.9716 -0.8592 0.7271 0.52
H -2.6473 -1.7418 1.5668 0.35
H -2.8265 -1.9107 -0.1924 0.27
H -3.3357 1.5036 1.8505 0.64
H -1.6490 2.0806 2.0272 0.25
H -2.1632 0.5663 2.8201 0.34
H -3.7500 1.4121 -0.5106 0.61
H -2.8727 0.5432 -1.7844 0.45
H -2.2282 2.0858 -1.1500 0.37
H 1.2038 -1.7205 -4.2964 0.58
H 1.8250 -2.4111 -2.7782 0.08
H 2.3291 -0.7895 -3.2737 0.27
H -0.4573 0.4946 -4.3808 0.53
H 0.3523 1.5241 -3.1805 0.13
H -1.3501 1.1173 -2.9929 0.27
H -1.3315 -2.1108 -3.8092 0.56
H -2.2569 -1.5092 -2.4158 0.33
H -1.1348 -2.8662 -2.2091 0.20
C 1.5371 -4.2120 -0.9044 0.31
C 2.9105 -4.1129 -1.0551 -0.17
C 3.5403 -4.9753 -1.9291 -0.35
C 2.8620 -6.1106 -2.4171 -0.60
C 1.4924 -6.2798 -2.1675 -0.66
C 0.8307 -5.3145 -1.4275 -0.56
Se 0.6026 -2.9014 0.0922 -0.12
H 1.5497 0.8778 -1.0204 -1.18
H 3.4386 -3.3458 -0.5005 -0.01
H 4.5807 -4.7704 -2.2047 0.43
H 3.4088 -6.8510 -2.9837 0.43
H 0.9464 -7.1398 -2.5614 0.42
H -0.2201 -5.3792 -1.1914 0.55
C 0.2399 -0.5340 5.4821 -1.00
N 0.2014 -1.8266 4.7776 0.16
C 1.5388 -2.4451 4.7876 -0.83
N 2.5874 -1.5618 4.2658 0.09
C 2.5660 -0.2408 4.9376 -1.01
N 1.2511 0.3914 4.9110 0.17
C 0.8385 0.8735 3.5882 -1.25
P 0.8543 -0.5968 2.4314 2.58
C -0.3120 -1.6783 3.4117 -1.11
C 2.5066 -1.3817 2.8355 -1.06
H 0.4890 -0.7196 6.5357 0.32
H -0.7370 -0.0795 5.3550 0.45
H 1.5282 -3.3856 4.2150 0.40
H 1.7927 -2.6660 5.8236 0.33
H 3.2784 0.4022 4.3883 0.42
H 2.8822 -0.3846 5.9772 0.31
H -0.1732 1.2930 3.6521 0.40
H 1.5381 1.6566 3.2285 0.37
H -1.3144 -1.2257 3.4614 0.43
H -0.4073 -2.6645 2.9239 0.35
H 3.3286 -0.7166 2.5220 0.39
H 2.5993 -2.3182 2.2745 0.38
```

---

No. 2
This record from the Open Molecules 2025 dataset describes a gas-phase ion, CH6N3S (charge +1) at a distorted geometry. The level of theory is ωB97M-V with the def2-TZVPD basis set.

The value obtained for the relative energy (zero: lowest compared OMol25 entry of this formula, charge and spin) is 164.9 kJ/mol. For the HOMO energy, the calculation gives -14.1 eV. Its net charge is +1. As for the structure (SMILES): N[C@]1([NH3+])NS1.

XYZ file:
```
11
Properties=species:S:1:pos:R:3:nbo_charge:R:1
N 0.9462 -1.0057 -0.4591 -0.81
C 0.2501 0.1380 -0.2298 0.25
N -0.8507 0.2082 0.9891 -0.75
N -0.2880 0.9267 -1.2571 -0.63
S 1.0595 1.6512 -0.2675 0.39
H 1.5887 -1.1400 0.3573 0.40
H 0.4246 -1.9190 -0.6248 0.41
H -0.3607 -0.0826 1.8283 0.44
H -1.7169 -0.4059 0.9708 0.44
H -1.1195 1.1364 0.8035 0.46
H 0.0667 0.4928 -2.1107 0.40
```

---

No. 3
This record from the Open Molecules 2025 dataset describes 2 unconnected molecules or ions with the total composition C4H3IOS at a distorted geometry. The level of theory is ωB97M-V with the def2-TZVPD basis set.

The value obtained for the relative energy (zero: lowest compared OMol25 entry of this formula, charge and spin) is 109.8 kJ/mol. For the HOMO energy (spin up / spin down), the calculation gives -9.7 / -8.4 eV. Its net charge is 0.

XYZ file:
```
10
Properties=species:S:1:pos:R:3:nbo_charge:R:1
C -0.6672 0.7832 -0.9189 -0.24
C -0.7993 0.5529 0.4573 -0.30
C 0.5716 0.3559 -1.3974 -0.33
C 0.3177 0.0246 1.0713 0.39
O 0.6210 -0.2698 2.1896 -0.49
S 1.6363 -0.3363 -0.3031 0.26
I 0.6920 -3.3992 1.9540 -0.01
H -1.3661 1.1403 -1.6533 0.24
H -1.7971 0.7803 1.0393 0.25
H 0.7911 0.3682 -2.4389 0.23
```

---

No. 4
This record from the Open Molecules 2025 dataset describes 2 unconnected molecules or ions with the total composition C3H10N2O2S at a distorted geometry. The level of theory is ωB97M-V with the def2-TZVPD basis set.

The value obtained for the relative energy (zero: lowest compared OMol25 entry of this formula, charge and spin) is 236.2 kJ/mol. For the HOMO energy, the calculation gives -8.9 eV. Its net charge is 0. As for the structure (SMILES): NC(=O)[C@@H](N)CS.O.

XYZ file:
```
18
Properties=species:S:1:pos:R:3:nbo_charge:R:1
N 0.3319 -1.6073 0.9618 -0.83
C -0.4713 -0.5056 0.6732 0.67
O -1.6991 -0.3342 0.5988 -0.58
C 0.3803 0.7164 0.4595 -0.13
N 1.3877 0.3170 -0.5670 -0.88
C -0.4051 2.0178 0.1049 -0.58
S 0.2103 3.6532 0.2467 -0.01
H 1.2419 -1.5579 1.0682 0.39
H -0.2018 -2.4673 1.3623 0.41
H 0.9210 0.8236 1.4468 0.19
H 1.3330 -0.5266 -0.9817 0.37
H 2.2563 0.8246 -0.6804 0.39
H -1.4173 1.9165 0.4974 0.25
H -0.4085 2.0492 -0.9824 0.24
H 1.1275 3.5019 1.2668 0.11
O -1.8068 -3.0246 -1.9713 -0.94
H -1.1257 -2.5459 -2.3822 0.47
H -1.6545 -3.2509 -1.1212 0.46
```

---

Q: Which value of relative energy (zero: lowest compared OMol25 entry of this formula, charge and spin) does entry 4 give?
A: 236.2 kJ/mol